Record 1
A structure of composition C42H55AsBF5N14Sr, computed with ωB97M-V with the def2-TZVPD basis set.

The value obtained for the energy above the lowest of the compared OMol25 structures with the same formula, charge and spin is 14.9 kcal per mole. The max |F| comes out at 0.38 eV/A. For the LUMO energy, the calculation gives 0.32 eV. As for the gap between HOMO and LUMO: 7.19 eV.

Geometry as XYZ:
```
119
Properties=species:S:1:pos:R:3:forces:R:3:lowdin_charge:R:1
Sr -1.0444 -1.4884 0.0293 0.31 0.18 -0.11 1.223
C -1.9841 -1.0968 4.7642 0.00 -0.01 0.01 -0.055
C -1.1250 -1.3283 3.6842 0.01 0.02 0.00 -0.153
N -1.7883 -1.3088 2.5357 -0.15 -0.06 0.04 -0.040
N -3.0845 -1.0832 2.8475 0.01 0.01 0.02 -0.040
C -3.2243 -0.9524 4.1774 0.01 0.01 0.00 -0.088
B -4.2188 -1.1236 1.8006 0.03 -0.01 0.00 -0.534
N -4.0798 0.0475 0.8032 -0.04 -0.01 -0.03 -0.033
C -4.9514 1.0576 0.6581 0.01 0.04 0.02 -0.080
C -4.4283 1.9622 -0.2440 0.00 0.01 -0.02 -0.056
C -3.2022 1.4000 -0.6088 0.08 0.00 0.06 -0.194
N -2.9965 0.2476 0.0207 -0.23 0.07 0.07 -0.039
N -4.2041 -2.4971 1.0950 -0.03 -0.02 0.01 -0.039
C -5.1236 -3.4676 1.2305 -0.01 -0.02 -0.01 -0.079
C -4.6462 -4.6133 0.6286 0.00 0.00 0.01 -0.057
C -3.3882 -4.2398 0.1459 0.03 0.01 -0.02 -0.184
N -3.1308 -2.9664 0.4227 -0.09 -0.04 0.06 -0.063
H -1.7440 -1.0647 5.8125 0.00 0.00 0.00 0.090
H -0.0674 -1.5280 3.6788 0.04 0.01 0.00 0.085
H -4.1959 -0.7807 4.6100 0.00 0.00 -0.01 0.118
H -5.2701 -0.9993 2.3698 0.00 0.00 0.00 0.119
H -5.8744 1.0663 1.2129 0.00 -0.01 0.00 0.118
H -4.8652 2.8868 -0.5791 -0.01 -0.01 0.00 0.091
H -2.4436 1.7640 -1.2794 0.01 0.02 -0.04 0.065
H -6.0452 -3.2775 1.7543 0.00 0.01 0.00 0.118
H -5.1281 -5.5724 0.5590 0.00 0.00 0.00 0.093
H -2.6576 -4.8310 -0.3846 0.00 0.00 0.00 0.107
C -0.4295 3.5582 3.9382 0.00 0.00 0.00 -0.060
N -0.3098 2.3225 3.1951 0.00 -0.01 0.01 -0.134
C -1.4924 1.9591 2.4482 -0.01 0.03 -0.04 -0.060
C 0.8945 1.7114 2.9521 0.04 0.02 -0.11 -0.360
N 1.0504 0.9610 1.9144 -0.09 -0.12 0.13 0.155
C 2.0879 0.0212 1.8573 0.11 -0.01 -0.05 -0.226
C 2.3572 -0.7888 2.9420 -0.01 0.06 0.01 -0.063
C 3.3278 -1.8020 2.9052 0.03 -0.01 -0.01 -0.067
C 4.0297 -2.0301 1.7613 -0.01 0.00 0.01 -0.051
C 3.7843 -1.2488 0.6063 0.02 0.00 0.00 -0.159
C 4.4940 -1.5422 -0.5849 0.00 0.01 -0.02 -0.047
C 4.2660 -0.8250 -1.7202 0.00 -0.01 0.01 -0.069
C 3.3632 0.2506 -1.6961 0.00 -0.01 0.03 -0.064
C 2.6802 0.6040 -0.5510 0.02 0.00 -0.02 -0.244
N 1.8170 1.7003 -0.5731 0.01 0.15 0.00 0.163
C 2.2057 2.8508 -0.9882 0.08 -0.09 0.11 -0.352
N 1.2679 3.8113 -1.3125 0.05 -0.01 -0.12 -0.154
C 1.5022 5.2237 -1.0972 0.00 -0.01 0.01 -0.065
C -0.1220 3.4388 -1.4225 -0.03 0.02 0.05 -0.063
N 3.5226 3.2998 -1.1259 -0.09 -0.02 -0.01 -0.169
C 3.9491 3.8728 -2.3858 -0.02 0.01 0.00 -0.070
C 4.6016 2.7585 -0.3303 0.05 0.03 -0.05 -0.050
C 2.8269 -0.1956 0.6368 -0.06 0.05 0.00 -0.039
N 1.8815 2.0406 3.8823 -0.03 0.01 0.00 -0.180
C 3.2656 2.1521 3.4921 0.02 -0.02 0.05 -0.050
C 1.6558 1.8028 5.2912 -0.02 -0.02 0.00 -0.070
H -0.9021 4.3193 3.3093 0.00 0.00 0.00 0.085
H 0.5473 3.9207 4.2416 0.01 0.00 0.01 0.082
H -1.0524 3.4293 4.8290 0.00 0.00 0.00 0.090
H -2.3113 1.6994 3.1251 0.00 0.00 0.00 0.092
H -1.2707 1.1166 1.8101 -0.02 -0.04 0.04 0.037
H -1.8165 2.7907 1.8131 0.00 0.00 0.01 0.085
H 1.8003 -0.6247 3.8556 -0.01 -0.01 -0.01 0.095
H 3.4934 -2.4147 3.7826 0.00 0.00 0.00 0.112
H 4.7625 -2.8258 1.7040 0.00 0.00 0.00 0.118
H 5.1970 -2.3663 -0.5771 0.00 0.00 0.00 0.116
H 4.7816 -1.0741 -2.6395 0.00 0.00 0.00 0.109
H 3.1972 0.8419 -2.5895 0.01 0.00 0.01 0.105
H 2.5044 5.3881 -0.7134 0.02 0.00 -0.01 0.084
H 0.7838 5.6132 -0.3678 0.01 -0.01 0.01 0.085
H 1.3818 5.7964 -2.0222 -0.01 0.00 0.00 0.086
H -0.1976 2.3617 -1.5002 -0.01 -0.05 -0.03 0.047
H -0.5676 3.9048 -2.3079 0.00 0.03 0.01 0.090
H -0.6880 3.7652 -0.5411 0.00 -0.03 0.00 0.086
H 3.0853 4.1401 -2.9891 -0.01 0.01 -0.01 0.084
H 4.5556 3.1527 -2.9500 0.00 0.00 0.00 0.087
H 4.5533 4.7708 -2.2248 0.00 -0.01 0.01 0.088
H 4.2127 2.3120 0.5761 -0.03 -0.04 0.09 0.069
H 5.2800 3.5717 -0.0550 0.00 0.00 -0.01 0.092
H 5.1731 1.9910 -0.8620 0.01 0.00 0.00 0.089
H 3.3196 2.3719 2.4319 0.02 0.02 -0.10 0.072
H 3.8425 1.2414 3.6864 0.00 0.01 0.01 0.089
H 3.7223 2.9803 4.0422 0.00 0.00 -0.01 0.092
H 0.6027 1.5987 5.4730 -0.01 0.00 0.01 0.087
H 1.9545 2.6675 5.8923 0.00 0.00 0.00 0.088
H 2.2366 0.9365 5.6327 0.00 0.00 0.00 0.087
C -2.7101 1.6534 -4.2167 0.01 0.00 0.00 -0.005
C -1.3638 1.0910 -3.9117 0.00 -0.01 0.02 -0.426
N -0.9935 0.4325 -2.8336 -0.02 -0.04 -0.04 0.072
C 0.3161 0.0609 -3.0499 -0.01 0.01 0.05 -0.174
C 0.7413 0.5020 -4.2609 0.01 0.00 0.01 -0.083
N -0.3393 1.1651 -4.7991 -0.01 -0.01 -0.01 0.096
H -3.2554 1.8568 -3.2992 0.00 0.00 0.01 0.058
H -3.3009 0.9458 -4.8024 0.01 0.00 -0.01 0.081
H -2.6273 2.5802 -4.7861 0.00 0.00 0.01 0.081
H 0.8802 -0.5026 -2.3272 0.06 -0.06 -0.01 0.075
H 1.6790 0.4037 -4.7780 0.00 0.00 0.00 0.114
H -0.3788 1.6025 -5.7027 0.00 0.00 0.00 0.155
C -3.2326 -4.2769 -3.2523 0.00 -0.02 -0.01 -0.326
As -2.3885 -2.5392 -2.9134 -0.05 -0.07 0.02 1.042
C -4.0465 -1.5009 -2.8959 -0.02 0.00 0.01 -0.312
C -1.8102 -2.2537 -4.7608 0.03 0.01 -0.01 -0.307
H -3.7722 -4.2483 -4.1997 0.01 0.01 0.00 0.025
H -3.9329 -4.5084 -2.4524 0.00 0.00 0.00 0.002
H -2.4739 -5.0579 -3.2971 0.00 0.00 0.00 0.025
H -4.6320 -1.6728 -3.8004 0.01 0.00 0.00 0.029
H -3.8218 -0.4422 -2.7873 0.00 0.00 0.00 -0.017
H -4.6264 -1.8116 -2.0251 0.00 0.00 0.00 0.018
H -2.6740 -2.2275 -5.4266 0.00 -0.01 0.00 0.026
H -1.1650 -3.0850 -5.0448 0.00 0.00 0.01 0.028
H -1.2366 -1.3354 -4.8559 -0.01 0.01 0.00 -0.014
F 1.5217 -2.9317 -2.7034 0.00 0.00 0.01 0.021
C 1.7800 -3.4831 -1.4791 0.06 -0.03 0.04 -0.280
C 0.9961 -3.1634 -0.3984 -0.04 0.02 -0.17 -0.096
C 1.3589 -3.7854 0.7669 -0.05 0.03 0.01 -0.289
F 0.6311 -3.5219 1.9042 0.00 0.00 0.01 0.012
C 2.4235 -4.6548 0.9070 0.01 0.00 0.02 -0.176
F 2.7498 -5.2109 2.0855 0.00 0.01 -0.01 0.097
C 3.1930 -4.9224 -0.2110 -0.01 0.00 0.00 -0.154
F 4.2605 -5.7287 -0.1174 0.00 -0.01 0.00 0.103
C 2.8685 -4.3358 -1.4229 -0.01 0.01 0.00 -0.171
F 3.6348 -4.5894 -2.4978 0.00 0.01 -0.01 0.093
```
Positions in Å, forces in eV/Å.

***

Record 2
A structure of composition C42H55BaClN9O3PS2Si in a non-equilibrium geometry, computed with ωB97M-V with the def2-TZVPD basis set.

The max |F| comes out at 3.29 eV/A. For the LUMO energy (spin up / spin down), the calculation gives 2.29 / 2.29 eV. As for the charge: -2. As for the gap between HOMO and LUMO (spin up / spin down): 2.17 / 2.83 eV.

Geometry as XYZ:
```
115
Properties=species:S:1:pos:R:3:forces:R:3:lowdin_charge:R:1
Ba -0.0334 0.3830 -0.6908 -0.42 -0.34 -0.59 1.575
S -0.7914 -0.5494 -4.0194 -0.16 -0.27 0.92 0.473
C 0.4402 0.5234 -4.4256 0.74 0.40 -0.67 -1.268
S 1.3373 1.5434 -3.3295 -0.66 0.14 0.26 0.369
C 0.8366 0.6040 -5.7858 -0.18 -0.07 0.21 -0.471
C 1.3738 1.7704 -6.3682 0.93 0.67 -0.62 -0.322
N 1.8173 2.6684 -6.9653 -0.41 -0.54 0.56 0.080
C 0.7184 -0.4829 -6.6780 -0.11 -1.55 -2.26 -0.308
N 0.7477 -1.2953 -7.5346 -0.15 1.49 1.92 0.074
O -1.2702 2.7664 -1.4894 -1.39 -0.11 1.33 -0.239
N -2.6823 2.5174 -1.4875 0.69 1.63 0.88 -0.286
C -3.4300 3.3560 -2.2004 -0.80 2.91 -1.09 -0.153
C -4.8035 3.0625 -2.2275 0.69 0.36 -0.85 -0.258
C -5.8851 3.7947 -2.8344 -0.45 -0.70 0.28 -0.062
C -7.1350 3.1893 -2.9525 0.94 1.67 0.51 -0.142
C -7.4019 1.9482 -2.3525 -0.82 -0.15 -0.13 -0.156
C -6.3888 1.2594 -1.7153 0.56 -0.95 0.30 -0.122
C -5.0751 1.7808 -1.7094 -0.28 -1.33 0.73 -0.260
P -3.6152 0.9951 -0.9543 0.86 -1.77 -0.11 0.959
C -3.7438 1.2753 0.8740 1.61 0.46 0.05 -0.291
C -2.6832 1.8942 1.6263 -1.00 -0.41 -0.20 -0.078
C -2.7746 1.8906 3.0161 1.93 0.88 0.09 -0.130
C -3.8181 1.3070 3.6723 -1.15 -0.09 0.40 -0.143
C -4.9089 0.8604 2.9501 -0.43 -1.18 -1.09 -0.081
C -4.8616 0.7637 1.5305 0.18 1.25 0.75 -0.078
C -3.9974 -0.8047 -0.9964 -0.31 0.01 1.52 -0.369
C -3.4640 -1.6810 -0.0201 0.18 -0.32 1.03 -0.137
C -3.6482 -3.0555 -0.0580 -0.36 0.32 -1.67 -0.107
C -4.4216 -3.5947 -1.1273 0.48 0.86 0.94 -0.130
C -4.9479 -2.7374 -2.0797 -0.44 0.03 -0.01 -0.114
C -4.6207 -1.3833 -2.0732 -0.84 -0.70 -0.64 -0.134
H -0.9311 2.6021 -2.3636 0.40 -0.30 -1.40 -0.008
H -2.9923 4.2912 -2.6174 -0.27 -0.89 0.17 0.119
H -5.7469 4.8402 -3.0910 0.06 -0.14 -0.34 0.088
H -7.9493 3.8093 -3.3534 0.25 -0.46 0.04 0.085
H -8.4505 1.6258 -2.3615 0.55 -0.27 0.08 0.080
H -6.5774 0.2479 -1.2578 0.15 1.20 -0.50 0.109
H -1.8179 2.3817 1.1480 -0.59 -0.30 0.01 0.080
H -2.0050 2.3538 3.6830 -0.36 -0.43 -1.01 0.111
H -3.8016 1.2657 4.7618 -0.20 0.05 -0.24 0.095
H -5.7709 0.4713 3.4836 -0.02 0.01 -0.07 0.089
H -5.6856 0.4684 0.8621 0.25 -0.20 0.87 0.101
H -2.9416 -1.3092 0.8850 -0.32 0.08 -0.73 0.084
H -3.1921 -3.6871 0.6899 -0.04 -0.07 0.15 0.086
H -4.6258 -4.6321 -1.1817 -0.26 -0.93 0.09 0.061
H -5.7885 -3.0645 -2.7190 0.99 -0.07 -0.15 0.100
H -4.9671 -0.7770 -2.8937 -0.23 0.29 -0.05 0.101
N 1.5150 0.3917 1.6538 -1.38 0.07 0.85 -0.129
C 1.6801 1.7419 2.1004 0.64 0.45 -2.30 -0.304
C 2.5419 2.5700 1.1296 -0.06 0.00 0.50 -0.268
N 2.0253 2.6729 -0.2351 -0.64 -1.04 1.23 -0.021
H 0.9220 -0.1187 2.3400 0.12 -0.31 -0.62 0.006
H 2.3149 -0.1677 1.4394 0.71 0.07 -0.12 0.048
H 2.1241 1.8331 3.0642 0.15 0.31 1.16 0.091
H 0.7216 2.2461 2.0177 -0.53 -0.05 0.70 0.097
H 3.5574 2.1618 1.1658 -0.01 0.11 -0.38 0.113
H 2.5554 3.5618 1.5503 0.44 0.58 0.45 0.093
H 2.7624 2.6176 -0.8831 0.76 -0.18 -1.15 0.024
H 1.5211 3.5223 -0.3884 -0.24 0.43 -0.10 0.067
N -0.1910 -2.6024 -0.9880 -0.76 -0.60 -0.34 -0.008
C 0.9795 -2.9327 -1.7805 1.94 -1.04 0.63 -0.288
C 1.3089 -4.4840 -1.9955 -1.34 1.00 0.17 -0.135
C 1.0652 -5.3782 -0.7668 -0.70 -1.27 -0.04 -0.197
C 1.6418 -5.0184 0.5939 0.43 1.85 0.61 -0.146
N 3.1130 -4.7507 0.5024 0.58 -0.93 1.23 0.103
C 3.9481 -4.9035 1.5389 -0.44 0.97 -1.43 -0.424
N 4.8683 -3.9457 1.7772 -0.24 -0.78 0.06 0.197
N 3.9483 -5.9610 2.3784 0.74 -0.14 1.32 0.173
C 2.2827 -2.1907 -1.2129 -2.18 1.38 -0.27 -0.610
O 3.3923 -2.7238 -1.3794 0.73 -0.51 0.73 -0.045
O 2.0388 -1.0445 -0.7140 1.17 -1.77 -0.29 -0.294
H -0.1675 -2.9222 -0.0161 0.03 0.05 -0.28 0.040
H -1.0100 -3.0404 -1.4426 0.34 0.62 0.48 0.095
H 0.8351 -2.4586 -2.7448 -0.04 -0.01 -0.39 0.087
H 2.3110 -4.6212 -2.3124 1.22 0.38 -0.10 0.079
H 0.7622 -4.8869 -2.8807 -0.21 0.24 0.87 0.121
H 1.5251 -6.3642 -1.0087 -0.65 0.28 0.02 0.109
H -0.0383 -5.5030 -0.6127 0.87 -0.08 -0.09 0.122
H 1.5141 -5.7618 1.4066 -0.35 0.28 -0.73 0.117
H 1.2370 -4.0149 0.9677 0.16 -1.44 -0.29 0.115
H 3.3347 -4.0064 -0.1830 0.15 0.42 -0.21 0.092
H 4.8254 -3.0913 1.2256 0.05 -0.10 0.48 0.135
H 5.3729 -4.0553 2.6502 0.19 0.65 -0.64 0.116
H 3.6781 -6.8859 2.1089 -0.51 0.08 -0.51 0.113
H 4.6500 -5.9911 3.1374 -0.84 0.31 -0.87 0.126
Cl 3.7475 7.4498 -1.1335 -0.71 0.34 0.17 0.705
C 5.2657 6.6850 -1.3039 0.23 -0.89 0.31 -0.616
C 6.3449 7.2268 -0.6239 -0.76 -0.59 -0.82 -0.137
C 7.5978 6.6830 -0.9107 1.75 1.40 2.40 -0.139
C 7.7523 5.4996 -1.5831 -0.74 -1.68 -2.12 -0.100
C 6.6167 4.8728 -2.1801 1.09 1.37 1.38 -0.023
C 5.3123 5.4233 -2.0545 2.22 2.10 0.89 -0.339
C 4.2555 4.8684 -2.6815 -1.82 -0.30 -0.01 0.082
H 6.2029 8.0056 0.1360 0.11 -0.11 -0.75 0.105
H 8.4578 7.2263 -0.3873 -0.97 -1.11 -0.98 0.118
H 8.7266 5.0230 -1.8166 -0.60 0.63 0.49 0.105
H 6.7247 3.9938 -2.7691 0.17 -0.64 -0.27 0.100
H 3.2882 5.3736 -2.6271 0.25 -0.53 -0.28 0.054
H 4.3568 3.8684 -3.0641 -0.28 -0.08 -0.44 0.077
C -0.5050 -0.3012 5.3114 -0.24 0.70 1.44 -0.227
Si -0.2501 -1.9347 4.4365 -0.78 -0.18 -3.07 0.338
C -1.6048 -2.9597 5.2659 0.25 -0.76 1.08 -0.227
C 1.4088 -2.7256 4.9391 1.23 1.11 -1.29 -0.211
C -0.3349 -1.7673 2.5705 1.10 -0.77 1.27 -0.260
H -0.3434 -0.5140 6.3988 -0.22 0.28 -0.42 0.023
H -1.5539 0.0721 5.2149 0.66 -0.44 -0.05 0.013
H 0.1400 0.5562 5.0750 0.05 -0.35 -0.21 0.010
H -1.1269 -3.6174 6.0383 -0.32 0.71 -0.08 0.010
H -2.0789 -3.7131 4.6315 -0.27 0.54 -0.26 0.007
H -2.3195 -2.2695 5.7613 0.08 -0.69 -0.29 0.015
H 1.4603 -3.3365 5.8314 -0.24 -0.56 -0.09 -0.003
H 2.0675 -1.8692 5.1821 -0.07 -0.14 -0.09 0.008
H 1.8993 -3.1692 4.0097 -0.68 0.07 1.27 0.016
H -1.1180 -1.4577 1.8883 -0.41 0.11 0.41 -0.098
H 0.5169 -2.1440 1.9728 -0.13 0.00 0.40 -0.088
```
Positions in Å, forces in eV/Å.